No. 1
The following is a DFT calculation (ωB97M-V with the def2-TZVPD basis set) of a structure of composition C36H47CaN5P2 in a non-equilibrium geometry.

relative energy (zero: lowest compared OMol25 entry of this formula, charge and spin) = 0.00 kcal per mole
HOMO = -6.851 eV

ORCA input file:
```
! RIJCOSX wB97M-V def2-TZVPD def2/J DEFGRID3
* xyz 0 1
Ca -1.752 5.244 -0.212
C -0.411 1.872 3.228
C 0.448 1.501 2.271
C 0.311 0.341 1.342
C -0.473 0.528 0.030
C -1.939 0.810 0.179
C -2.691 0.730 1.278
C -2.350 0.199 2.639
C -1.679 1.182 3.632
C -3.050 5.521 -2.172
H -0.120 2.687 3.903
H 1.370 2.078 2.122
H -0.105 -0.519 1.869
H 1.347 0.076 1.074
H 0.019 1.322 -0.560
H -0.335 -0.371 -0.594
H -2.399 1.167 -0.751
H -3.725 1.101 1.207
H -1.782 -0.733 2.601
H -3.320 -0.076 3.090
H -2.430 1.932 3.934
H -1.498 0.621 4.567
H -3.484 6.516 -2.352
H -3.891 4.806 -2.167
H -2.436 5.278 -3.057
P 0.141 -3.681 -2.771
P 2.861 -3.029 -1.003
N -1.464 -4.349 -2.479
N 0.250 -4.331 -4.436
N 2.431 -3.541 0.640
N 4.593 -3.115 -0.734
C 1.093 -5.053 -1.933
C 2.583 -4.709 -1.757
C -2.491 -3.586 -1.898
C -3.596 -4.403 -1.707
C -3.248 -5.709 -2.175
C -1.937 -5.657 -2.613
C 0.463 -3.493 -5.545
C 0.573 -4.281 -6.685
C 0.428 -5.646 -6.277
C 0.260 -5.650 -4.900
C 1.589 -2.701 1.377
C 1.300 -3.302 2.601
C 1.931 -4.584 2.589
C 2.578 -4.723 1.368
C 5.361 -4.019 0.017
C 6.698 -3.843 -0.311
C 6.768 -2.801 -1.296
C 5.477 -2.371 -1.542
H 1.013 -5.999 -2.493
H 0.602 -5.215 -0.959
H 3.087 -5.487 -1.156
H 3.091 -4.669 -2.734
H -2.315 -2.543 -1.679
H -4.540 -4.109 -1.269
H -3.888 -6.590 -2.188
H -1.309 -6.445 -3.003
H 0.518 -2.424 -5.402
H 0.747 -3.929 -7.693
H 0.442 -6.524 -6.915
H 0.175 -6.493 -4.226
H 1.258 -1.793 0.924
H 0.706 -2.863 3.388
H 1.906 -5.319 3.385
H 3.123 -5.567 0.965
H 4.905 -4.690 0.728
H 7.529 -4.403 0.100
H 7.668 -2.429 -1.768
H 5.080 -1.610 -2.202
C -4.316 6.082 1.595
N -2.883 5.900 1.904
C -2.678 5.066 3.102
C -2.193 7.236 2.060
C -0.671 7.110 1.984
C 0.139 8.132 2.533
C 1.525 7.969 2.498
C 2.106 6.802 1.989
C 1.283 5.784 1.446
C -0.063 6.005 1.417
H -4.840 6.662 2.380
H -4.811 5.101 1.492
H -4.406 6.620 0.641
H -1.624 4.792 3.185
H -2.977 5.598 4.023
H -3.269 4.142 3.019
H -2.621 7.905 1.284
H -2.487 7.684 3.034
H -0.347 9.003 2.999
H 2.166 8.757 2.902
H 3.188 6.665 2.005
H 1.713 4.851 1.073
*
```

No. 2
The following is a DFT calculation (ωB97M-V with the def2-TZVPD basis set) of a cluster of 4 separate species, C36H47F19N5O7P in total in a non-equilibrium geometry.

SMILES string = NP(O)c1c(CCOCC(F)(F)C(F)(F)C(F)(F)C(F)F)c(CCCC(F)(F)C(F)(F)F)c(CCF)c2c1C(=O)N(CCCC(F)(F)C(F)(F)F)C2=O.CNC(C)=O.CNC(C)=O.CNC(C)=O
HOMO = -8.287 eV

ORCA input file:
```
! RIJCOSX wB97M-V def2-TZVPD def2/J DEFGRID3
* xyz 0 1
N 3.099 -1.636 3.156
P 2.397 -0.050 3.211
O 3.669 0.849 3.727
C 2.342 0.340 1.397
C 1.119 0.391 0.677
C -0.230 0.116 1.321
C -0.405 -1.229 2.055
O -0.603 -1.131 3.462
C -1.862 -0.612 3.758
C -2.110 -0.635 5.252
F -1.879 -1.883 5.731
F -3.411 -0.347 5.476
C -1.243 0.312 6.117
F -1.699 0.224 7.381
F 0.026 -0.128 6.114
C -1.271 1.810 5.678
F -1.286 2.572 6.790
F -2.385 2.089 4.984
C -0.007 2.172 4.855
F 0.946 2.612 5.693
F -0.322 3.170 3.994
C 1.106 0.782 -0.691
C -0.187 0.813 -1.494
C -1.035 2.071 -1.174
C -2.495 1.720 -0.859
C -3.171 2.675 0.098
F -2.306 3.219 0.986
F -3.741 3.707 -0.577
C -4.291 1.992 0.929
F -4.920 1.061 0.216
F -5.199 2.874 1.332
F -3.773 1.410 2.010
C 2.298 1.174 -1.355
C 2.351 1.647 -2.786
C 2.460 0.507 -3.797
F 1.452 0.639 -4.759
C 3.478 1.103 -0.623
C 3.506 0.679 0.699
C 4.959 0.715 1.100
O 5.577 0.020 1.849
N 5.530 1.670 0.230
C 6.971 1.875 0.250
C 7.404 2.508 1.570
C 7.223 4.026 1.654
C 5.809 4.519 1.469
F 5.449 4.500 0.159
F 4.933 3.770 2.174
C 5.625 5.981 1.947
F 5.521 6.037 3.267
F 6.658 6.733 1.572
F 4.521 6.505 1.422
C 4.875 1.464 -1.005
O 5.405 1.496 -2.069
H 4.114 -1.583 3.188
H 2.861 -2.097 2.287
H 4.399 0.302 4.037
H -0.441 0.930 2.018
H -1.013 0.162 0.584
H -1.255 -1.782 1.656
H 0.481 -1.839 1.910
H -2.657 -1.210 3.298
H -2.005 0.415 3.407
H 0.383 1.325 4.290
H -0.760 -0.081 -1.264
H 0.048 0.779 -2.548
H -0.564 2.619 -0.364
H -1.009 2.721 -2.046
H -2.593 0.699 -0.500
H -3.065 1.773 -1.784
H 1.437 2.190 -3.011
H 3.156 2.367 -2.890
H 3.419 0.487 -4.303
H 2.288 -0.442 -3.293
H 7.225 2.542 -0.567
H 7.504 0.937 0.099
H 6.917 2.048 2.425
H 8.468 2.316 1.689
H 7.520 4.333 2.658
H 7.890 4.552 0.978
C 3.157 -2.133 -9.202
N 3.689 -2.127 -7.853
C 4.096 -1.061 -7.113
C 3.992 0.306 -7.747
O 4.523 -1.217 -5.981
H 2.152 -2.558 -9.209
H 3.791 -2.735 -9.855
H 3.109 -1.125 -9.599
H 3.783 -3.008 -7.374
H 4.352 1.042 -7.036
H 4.602 0.361 -8.650
H 2.957 0.537 -8.000
C -4.922 -3.860 -1.854
N -3.906 -2.866 -1.566
C -3.656 -2.248 -0.389
C -4.512 -2.624 0.793
O -2.759 -1.414 -0.306
H -4.454 -4.783 -2.202
H -5.589 -3.492 -2.637
H -5.515 -4.070 -0.970
H -3.294 -2.575 -2.313
H -4.188 -2.045 1.652
H -5.562 -2.412 0.597
H -4.405 -3.685 1.022
C -9.807 -6.162 -1.221
N -8.784 -5.166 -0.958
C -8.502 -4.540 0.213
C -9.341 -4.899 1.415
O -7.601 -3.716 0.278
H -9.349 -7.085 -1.578
H -10.496 -5.799 -1.986
H -10.370 -6.379 -0.321
H -8.194 -4.879 -1.722
H -8.993 -4.317 2.262
H -10.391 -4.668 1.236
H -9.244 -5.959 1.651
*
```

No. 3
The following is a DFT calculation (ωB97M-V with the def2-TZVPD basis set) of a structure of composition C36H47F2N5OSSi2Y in a non-equilibrium geometry.

relative energy (zero: lowest compared OMol25 entry of this formula, charge and spin) = 31.68 kcal per mole
HOMO = -8.203 eV

ORCA input file:
```
! RIJCOSX wB97M-V def2-TZVPD def2/J DEFGRID3
* xyz 1 1
Y 0.022 0.162 1.153
F -2.487 -0.021 6.128
C -1.304 0.111 5.475
C -1.346 -0.262 4.106
C -0.158 -0.177 3.442
C 1.050 0.083 4.057
C 0.916 0.646 5.339
F 1.986 1.434 5.794
C -0.205 0.586 6.142
C 2.330 -0.053 3.361
C 3.615 -0.003 3.998
C 4.742 -0.271 3.216
C 4.626 -0.743 1.892
C 3.327 -0.689 1.334
N 2.294 -0.304 2.047
H -2.275 -0.613 3.770
H -0.285 1.093 7.121
H 3.781 0.184 5.067
H 5.768 -0.361 3.658
H 5.514 -1.097 1.268
H 3.210 -0.891 0.268
C -4.728 -2.582 -0.983
Si -2.945 -2.871 -0.517
C -2.469 -4.672 -0.810
C -3.011 -2.320 1.286
C -1.584 -1.971 -1.470
C -0.312 -2.386 -1.078
C 0.389 -3.320 -1.932
C 1.468 -4.050 -1.504
C 1.851 -3.850 -0.122
C 1.243 -2.837 0.606
N 0.317 -1.968 0.110
Si -1.902 -1.273 -3.240
C -2.624 -2.616 -4.315
C -2.867 0.340 -3.243
C -0.357 -0.884 -4.186
H -5.337 -3.370 -0.556
H -4.868 -2.500 -2.046
H -5.084 -1.646 -0.509
H -3.379 -5.313 -0.772
H -1.817 -5.152 -0.114
H -2.096 -4.820 -1.881
H -3.691 -1.418 1.492
H -1.969 -1.994 1.538
H -3.242 -3.171 1.928
H -0.052 -3.594 -2.902
H 1.877 -4.828 -2.142
H 2.686 -4.499 0.335
H 1.460 -2.715 1.668
H -3.622 -2.992 -4.076
H -1.919 -3.447 -4.192
H -2.761 -2.351 -5.345
H -3.885 0.136 -2.833
H -2.944 0.538 -4.331
H -2.436 1.144 -2.660
H 0.270 -1.776 -4.482
H 0.327 -0.178 -3.696
H -0.546 -0.355 -5.151
C -4.720 3.116 0.930
N -3.431 3.250 1.702
C -3.167 4.172 2.716
C -1.904 4.042 3.145
N -1.266 3.021 2.339
C -2.293 2.529 1.493
S -2.348 1.099 0.574
C 0.187 2.933 2.140
C 0.968 3.645 3.039
C 2.281 3.837 2.643
C 2.809 3.270 1.483
C 1.958 2.527 0.646
N 0.658 2.316 1.024
H -5.448 2.638 1.559
H -4.601 2.564 -0.037
H -5.136 4.137 0.673
H -3.964 4.866 3.065
H -1.335 4.538 3.911
H 0.574 4.152 3.888
H 2.862 4.596 3.172
H 3.806 3.506 1.137
H 2.311 2.253 -0.349
C 4.053 -0.910 -3.990
C 4.077 0.595 -4.279
O 2.826 1.116 -3.817
C 2.871 2.553 -3.580
C 1.465 3.073 -3.457
H 4.960 -1.366 -4.383
H 3.169 -1.344 -4.532
H 3.928 -1.228 -2.966
H 4.096 0.749 -5.369
H 4.909 0.922 -3.604
H 3.373 3.033 -4.412
H 3.434 2.865 -2.664
H 0.896 2.619 -2.649
H 0.979 2.907 -4.387
H 1.597 4.161 -3.311
*
```

No. 4
The following is a DFT calculation (ωB97M-V with the def2-TZVPD basis set) of the ion C36H47N6O with charge +1 in a non-equilibrium geometry.

SMILES string = CCN1CCN2CCN(CC)c3c[n+]([C@H](/C=C/N4[C@H](Cc5ccccc5)C(=O)N(C)C4(C)C)c4ccc(C)cc4)cc1c32
HOMO = -10.307 eV

ORCA input file:
```
! RIJCOSX wB97M-V def2-TZVPD def2/J DEFGRID3
* xyz 1 1
C -1.037 -1.273 4.517
C -2.230 -2.078 4.029
N -1.896 -3.005 2.974
C -2.238 -4.407 3.268
C -1.349 -5.409 2.545
N -0.859 -4.918 1.295
C -0.144 -5.893 0.517
C 0.692 -5.242 -0.575
N -0.009 -4.148 -1.253
C 0.655 -3.746 -2.457
C -0.282 -3.517 -3.625
C -0.690 -3.232 -0.470
C -0.909 -1.897 -0.886
N -1.480 -0.952 -0.075
C -1.736 0.536 -0.712
C -0.796 1.746 -0.616
C 0.540 1.647 -0.797
N 1.426 2.692 -0.872
C 2.830 2.443 -1.094
C 3.440 1.520 -0.039
C 4.918 1.252 -0.268
C 5.845 1.480 0.758
C 7.216 1.339 0.512
C 7.662 0.934 -0.756
C 6.734 0.657 -1.767
C 5.363 0.803 -1.520
C 3.420 3.846 -1.091
O 4.598 4.154 -1.222
N 2.382 4.711 -0.946
C 2.573 6.135 -0.894
C 1.065 4.120 -0.796
C 0.493 4.505 0.567
C 0.143 4.549 -1.935
C -3.167 0.930 -0.366
C -4.132 -0.083 -0.396
C -5.490 0.220 -0.374
C -5.899 1.558 -0.360
C -7.337 1.899 -0.630
C -4.957 2.540 -0.026
C -3.596 2.213 0.068
C -1.881 -1.323 1.187
C -1.666 -2.636 1.673
C -1.121 -3.671 0.827
H -1.403 -0.572 5.269
H -0.287 -1.919 4.998
H -0.556 -0.696 3.719
H -2.599 -2.694 4.858
H -3.042 -1.414 3.708
H -2.130 -4.528 4.364
H -3.283 -4.665 2.996
H -0.494 -5.679 3.186
H -1.910 -6.340 2.392
H 0.505 -6.490 1.184
H -0.836 -6.627 0.060
H 1.640 -4.908 -0.090
H 0.946 -5.993 -1.340
H 1.244 -2.839 -2.278
H 1.343 -4.553 -2.708
H 0.343 -3.327 -4.502
H -0.905 -4.398 -3.838
H -0.934 -2.646 -3.499
H -0.627 -1.556 -1.896
H -1.750 0.293 -1.838
H -1.274 2.734 -0.461
H 0.971 0.643 -0.924
H 2.976 2.000 -2.092
H 3.307 2.000 0.946
H 2.889 0.561 -0.032
H 5.480 1.804 1.736
H 7.936 1.557 1.308
H 8.735 0.833 -0.955
H 7.066 0.333 -2.761
H 4.630 0.599 -2.305
H 3.634 6.351 -0.994
H 2.013 6.623 -1.694
H 2.205 6.537 0.054
H 1.240 4.315 1.349
H 0.241 5.575 0.556
H -0.397 3.931 0.815
H 0.722 4.613 -2.863
H -0.671 3.840 -2.092
H -0.283 5.536 -1.711
H -3.773 -1.112 -0.440
H -6.179 -0.617 -0.450
H -7.509 2.971 -0.580
H -7.696 1.582 -1.612
H -7.974 1.412 0.105
H -5.263 3.583 0.105
H -2.936 2.957 0.523
H -2.449 -0.613 1.803
*
```

No. 5
The following is a DFT calculation (ωB97M-V with the def2-TZVPD basis set) of a structure of composition C36H48IMnN4O4P2 in a non-equilibrium geometry.

HOMO (spin up / spin down) = -9.730 / -9.874 eV

ORCA input file:
```
! RIJCOSX wB97M-V def2-TZVPD def2/J DEFGRID3
* xyz 1 2
Mn 0.209 -0.171 -0.474
C 2.746 -1.016 3.075
C 2.350 0.421 3.423
C 3.552 1.365 3.420
P 0.930 0.923 2.401
C 0.490 2.662 2.768
C 1.413 3.678 2.077
C -0.962 3.025 2.444
C -0.422 -0.176 2.811
C -1.144 0.090 3.980
C -2.187 -0.729 4.365
C -2.528 -1.813 3.559
C -1.816 -2.084 2.407
C -0.726 -1.294 2.018
N 0.010 -1.584 0.866
C 0.800 -2.734 0.885
C 0.756 -3.702 1.906
C 1.637 -4.767 1.917
C 2.600 -4.921 0.927
C 2.650 -3.985 -0.087
C 1.767 -2.906 -0.124
P 1.774 -1.645 -1.409
C 3.519 -1.148 -1.752
C 3.567 0.203 -2.478
C 4.372 -1.072 -0.486
C 1.163 -2.502 -2.936
C 1.751 -3.896 -3.149
C 1.353 -1.667 -4.203
H 3.541 -1.334 3.751
H 3.122 -1.088 2.055
H 1.916 -1.712 3.182
H 1.898 0.422 4.424
H 3.966 1.479 2.419
H 4.322 0.936 4.062
H 3.309 2.349 3.816
H 0.647 2.722 3.853
H 1.235 3.680 1.003
H 2.470 3.493 2.235
H 1.171 4.668 2.466
H -1.096 3.095 1.365
H -1.171 4.006 2.871
H -1.689 2.319 2.840
H -0.886 0.942 4.599
H -2.732 -0.526 5.278
H -3.356 -2.451 3.837
H -2.084 -2.925 1.779
H 0.047 -3.615 2.716
H 1.575 -5.487 2.724
H 3.292 -5.751 0.949
H 3.399 -4.083 -0.864
H 3.925 -1.927 -2.407
H 3.178 0.990 -1.832
H 2.998 0.214 -3.403
H 4.605 0.438 -2.721
H 4.020 -0.264 0.156
H 5.402 -0.841 -0.765
H 4.376 -2.001 0.082
H 0.092 -2.598 -2.745
H 2.838 -3.867 -3.253
H 1.352 -4.307 -4.077
H 1.498 -4.581 -2.343
H 2.403 -1.643 -4.500
H 1.007 -0.639 -4.105
H 0.795 -2.127 -5.020
O 2.318 1.463 0.430
N 1.303 0.759 0.719
N -1.503 0.725 0.190
C -2.588 1.088 0.335
N -3.792 1.551 0.549
C -4.588 0.989 1.655
C -5.602 2.036 2.077
O -6.385 2.446 0.976
C -5.592 3.064 -0.019
C -4.575 2.087 -0.580
H -3.917 0.732 2.475
H -5.099 0.084 1.314
H -5.085 2.899 2.515
H -6.283 1.620 2.817
H -5.077 3.938 0.399
H -6.266 3.395 -0.806
H -3.898 2.582 -1.275
H -5.083 1.266 -1.095
I -2.748 2.922 -8.042
C -2.021 2.158 -6.247
C -2.500 0.940 -5.777
C -2.015 0.435 -4.583
C -1.059 1.144 -3.864
C -0.582 2.359 -4.343
C -1.063 2.871 -5.537
C -0.541 0.600 -2.590
O 0.331 1.226 -1.911
O -0.958 -0.507 -2.128
H -3.242 0.393 -6.341
H -2.371 -0.513 -4.201
H 0.167 2.895 -3.775
H -0.694 3.814 -5.915
*
```